Density functional theory data (wB97M-V/def2-TZVPD) for C15H32N5O6S2 as an isolated structure in a non-equilibrium geometry.

Output
HOMO energy, eV: -5.08
Net charge: -1
HOMO-LUMO gap, eV: 7.46

Cartesian coordinates (Å):
S -1.629 0.182 -2.970
S -0.539 2.094 -1.352
O -1.734 2.878 -1.477
O 0.674 3.167 -1.416
O 4.248 -1.786 -1.401
O -1.173 -0.813 -3.923
O -2.692 0.946 -3.577
O -0.500 1.409 -0.085
N 3.785 0.443 2.175
N 2.485 0.203 -2.061
N -3.603 0.724 -0.056
N -4.342 -2.266 0.969
N -0.310 1.064 -2.584
C 1.931 -0.948 -1.364
C 2.555 -3.069 -0.191
C 4.469 1.293 2.489
C -2.288 -0.764 -1.574
C 7.271 1.493 1.478
C -3.678 -0.293 -1.132
C 2.500 1.417 -1.249
C 3.078 -1.673 -0.604
C -6.155 -1.365 2.608
C -8.044 -2.212 1.126
C 6.376 2.687 1.795
C 1.913 2.660 -1.950
C -5.130 -1.873 1.687
C 5.354 2.390 2.897
C -7.424 -2.217 2.519
H 1.531 -1.637 -2.111
H 2.056 -2.961 0.774
H 1.178 -0.682 -0.616
H -4.021 1.564 -0.436
H 7.816 1.165 2.366
H -7.196 -3.246 2.805
H -4.226 -1.146 -0.711
H 2.035 0.356 -2.949
H -4.241 0.057 -1.997
H 3.952 -1.880 -2.314
H 2.635 3.464 -1.802
H -1.607 -0.834 -0.731
H -4.166 0.400 0.719
H -6.372 -0.327 2.353
H 8.000 1.757 0.711
H -8.154 -1.838 3.238
H 5.856 2.994 0.886
H -5.754 -1.386 3.621
H -7.369 -2.642 0.386
H -8.295 -1.197 0.812
H -2.423 -1.781 -1.942
H 2.058 1.247 -0.267
H -8.960 -2.805 1.115
H 1.848 -3.413 -0.946
H 3.390 -3.755 -0.070
H 4.747 3.273 3.097
H 3.559 1.641 -1.043
H 3.359 -1.123 0.303
H 6.998 3.528 2.108
H 5.859 2.109 3.822
H 1.863 2.508 -3.030
H 6.692 0.649 1.100

Force components x, y, z for each atom (eV/Å):
0.760 -0.222 -2.016
-1.997 -0.790 0.197
0.092 0.841 -0.452
0.137 -1.179 -0.809
0.082 -0.237 0.001
0.878 -0.560 0.518
-0.552 0.686 0.952
1.260 -0.121 0.176
-0.894 -1.170 -0.389
-0.360 0.047 0.274
-0.491 -0.187 -0.757
0.911 -0.993 -0.497
-0.617 0.575 1.006
1.444 0.091 0.133
0.266 0.899 0.245
0.870 1.260 0.678
-0.848 -0.155 0.232
-0.004 0.005 -0.031
0.120 -0.086 0.731
0.786 0.069 -0.535
-0.716 -0.612 0.011
-0.036 -0.247 -0.088
-0.033 -0.043 0.020
0.252 -0.060 -0.113
0.821 0.000 0.547
-1.015 0.703 1.175
0.000 -0.017 -0.335
-0.227 -0.048 -0.150
-0.204 0.020 0.066
-0.225 -0.231 -0.061
-0.328 -0.002 -0.264
0.233 0.321 0.373
-0.001 -0.014 -0.009
0.061 0.039 0.065
0.462 0.220 -0.631
-0.461 0.056 0.197
0.129 0.126 -0.044
0.088 0.221 -0.023
-0.274 0.264 0.106
0.182 0.427 -0.027
-0.056 0.175 0.073
0.038 0.014 -0.022
0.015 -0.005 0.022
0.084 0.029 0.060
-0.071 0.034 0.062
0.073 0.050 -0.018
0.042 0.059 0.011
0.014 -0.010 -0.024
0.292 0.090 -0.470
-0.330 0.085 -0.061
-0.013 0.031 -0.001
0.023 -0.344 0.090
-0.014 -0.107 -0.060
-0.059 -0.040 0.046
-0.075 0.164 0.052
0.018 0.012 -0.369
-0.088 0.038 0.051
-0.020 -0.035 0.013
-0.394 -0.142 0.033
-0.027 0.006 0.040

---

Density functional theory data (wB97M-V/def2-TZVPD) for C16H15BrPrTe as an isolated structure in a non-equilibrium geometry.

Output
ΔE to the lowest compared entry with this formula, charge and spin, kJ/mol: 0.0
Expectation value of S²: 2.004
HOMO energy (spin up / spin down), eV: -3.94 / -3.95
Net charge: -1
Spin multiplicity: 3
HOMO-LUMO gap (spin up / spin down), eV: 6.55 / 6.56

Cartesian coordinates (Å):
Pr 0.533 0.175 -1.415
Te 1.655 1.648 1.256
Br 2.139 -1.862 -0.521
C 1.428 -0.364 3.464
C 0.122 0.680 -4.239
C 1.915 -0.603 -3.566
C 1.130 1.565 -3.741
C -0.335 -0.556 5.124
C -1.946 0.696 -0.257
C -1.396 -1.529 -0.638
C 0.845 -1.046 4.541
C -1.394 -0.485 0.337
C -1.988 -0.996 -1.821
C 0.790 0.796 2.959
C 2.252 0.767 -3.344
C -2.329 0.367 -1.591
C -0.322 1.362 3.632
C 0.600 -0.656 -4.112
C -0.899 0.656 4.702
H -0.823 -1.134 5.913
H -1.781 1.037 5.220
H -2.216 -1.511 -2.765
H -2.854 1.010 -2.298
H 3.187 1.134 -2.922
H 2.329 -0.678 2.952
H 0.080 -1.563 -4.425
H -2.093 1.662 0.214
H 2.536 -1.462 -3.338
H 1.300 -1.954 4.934
H 1.081 2.657 -3.738
H -1.022 -2.543 -0.452
H -0.689 2.327 3.275
H -1.014 -0.578 1.368
H -0.821 0.980 -4.708

Force components x, y, z for each atom (eV/Å):
-0.911 0.280 0.337
0.185 0.899 -0.467
0.334 -0.748 0.232
-1.237 0.515 0.242
0.440 0.113 0.226
0.001 0.497 -0.597
0.039 -0.567 -0.328
0.118 0.017 -0.134
-0.093 -0.882 -0.198
-0.603 0.405 0.300
-0.077 0.421 -0.204
-0.249 0.059 0.151
-0.004 0.012 -0.117
-0.028 -0.208 0.706
-0.287 -0.203 -0.483
0.394 -0.308 0.459
0.532 -0.871 -0.139
0.426 0.517 0.029
0.423 -0.033 -0.250
0.193 0.247 -0.146
0.192 -0.025 -0.200
0.330 0.126 0.597
0.326 -0.130 0.216
-0.257 -0.104 -0.115
-0.070 -0.309 0.181
0.138 0.348 0.201
0.144 -0.216 0.025
-0.136 0.284 -0.063
-0.103 0.151 -0.136
0.003 -0.444 0.056
-0.215 0.554 -0.276
-0.120 -0.395 0.190
-0.199 0.134 -0.736
0.371 -0.134 0.440

---

Density functional theory data (wB97M-V/def2-TZVPD) for one molecule with the formula C4H6O in a non-equilibrium geometry.

Output
ΔE to the lowest compared entry with this formula, charge and spin, kJ/mol: 165.4
HOMO energy, eV: -8.84
Structure (SMILES): C=COC=C
HOMO-LUMO gap, eV: 9.99

Cartesian coordinates (Å):
O -0.258 0.564 -0.029
C -0.254 0.151 2.379
C 0.165 -0.217 -1.179
C -0.496 -0.182 1.083
C 0.456 0.360 -2.316
H 0.077 1.146 2.684
H -0.732 -1.180 0.647
H 0.100 -1.281 -1.024
H 0.457 1.481 -2.299
H 0.890 -0.319 -3.176
H -0.405 -0.525 3.229

Force components x, y, z for each atom (eV/Å):
0.893 0.101 -1.575
-0.447 0.000 -1.226
-1.318 0.859 1.953
0.852 -1.505 0.572
1.447 0.088 -1.467
-0.067 -0.198 -0.471
-0.293 0.254 1.760
0.200 -0.198 0.125
0.109 -1.238 -0.616
-1.191 1.829 1.764
-0.185 0.008 -0.817